# 1
{"formula": "H8KN2O10", "method": "ωB97M-V/def2-TZVPD", "symbols": ["K", "N", "O", "O", "O", "N", "O", "O", "O", "O", "H", "H", "O", "H", "H", "O", "H", "H", "O", "H", "H"], "positions_angstrom": [[0.0480, 0.8677, -0.0772], [-2.5555, 2.5903, -1.3124], [-1.7644, 2.1604, -2.1238], [-2.4839, 2.2726, -0.1514], [-3.5478, 3.2762, -1.7099], [1.7777, -1.0666, -3.0874], [2.8681, -1.4488, -3.4577], [0.7584, -1.5987, -3.3354], [1.7065, -0.1437, -2.2917], [-1.4666, -0.2411, 2.1884], [-1.0717, -0.7994, 2.8581], [-2.1184, 0.2764, 2.6612], [1.0452, -1.5200, 1.2367], [1.9553, -1.7609, 1.4096], [0.6078, -1.6112, 2.0832], [1.5819, 1.4613, 2.1194], [1.3182, 1.0214, 2.9275], [2.3863, 1.9259, 2.3505], [-0.7316, -1.8852, -0.6868], [-0.3032, -1.9750, -1.5381], [-0.0104, -1.8017, -0.0629]], "forces_ev_per_a": [[-0.476, 0.003, -0.906], [-3.291, 1.119, -2.365], [2.083, -0.521, -1.279], [0.743, -0.625, 3.664], [0.754, -0.001, 0.369], [1.942, 0.930, 2.040], [1.923, -0.874, -1.492], [-4.496, -3.516, -2.428], [0.587, 3.413, 2.476], [0.413, -0.001, -0.082], [-0.184, -0.164, 0.245], [-0.323, 0.275, -0.057], [0.349, 0.164, 0.572], [0.367, -0.053, -0.231], [-0.150, -0.122, 0.058], [0.023, 0.035, -0.021], [-0.184, -0.091, 0.149], [0.227, 0.190, -0.059], [-0.662, 0.013, 0.221], [0.206, 0.157, -0.845], [0.147, -0.330, -0.030]], "lowdin_charge": [0.874, -0.685, -0.055, -0.104, -0.089, -0.720, -0.039, -0.012, -0.114, -0.051, 0.026, 0.058, -0.052, 0.080, 0.042, -0.092, 0.033, 0.049, -0.091, 0.004, -0.062], "homo_energy_ev": -4.773, "total_charge": -1, "lumo_energy_ev": 1.11}



# 2
{"formula": "H8N2Si2", "method": "ωB97M-V/def2-TZVPD", "symbols": ["N", "N", "Si", "Si", "H", "H", "H", "H", "H", "H", "H", "H"], "positions_angstrom": [[-1.0864, -1.2254, -0.3416], [-1.3431, 1.4607, -0.1807], [1.8893, 0.0652, 0.0329], [-0.3537, 0.1645, 0.3531], [-1.2161, -2.0712, 0.2559], [-1.8858, -1.2823, -0.8997], [-2.0520, 1.1153, -0.8216], [-1.1089, 2.4194, -0.3980], [3.0460, 0.3588, 0.8791], [2.1186, 0.7870, -1.2118], [1.9525, -1.2079, -0.4150], [0.0394, -0.5840, 2.7474]], "forces_ev_per_a": [[0.682, -1.677, 2.027], [0.115, -0.347, -0.263], [0.438, 2.433, 0.008], [-0.490, -0.634, 1.983], [0.854, 1.095, -0.392], [-1.242, 0.738, -1.288], [-0.072, 0.298, 0.304], [0.212, -0.230, 0.271], [-0.252, 0.180, 0.585], [0.138, 0.550, -0.494], [0.206, -3.136, -0.665], [-0.590, 0.730, -2.076]], "lowdin_charge": [-0.128, -0.115, 0.428, 0.209, 0.050, -0.003, 0.023, 0.032, -0.108, -0.128, -0.165, -0.095], "homo_energy_ev": -7.683, "total_charge": 0, "lumo_energy_ev": 0.37}



# 3
{"formula": "H8N2Si2", "method": "ωB97M-V/def2-TZVPD", "symbols": ["N", "N", "Si", "H", "H", "H", "H", "Si", "H", "H", "H", "H"], "positions_angstrom": [[-0.5651, 2.1240, -2.7294], [-0.0832, 0.9823, -2.2669], [-0.5743, 0.2376, -0.9008], [-1.5037, 2.2253, -2.4682], [-0.5216, 2.1098, -3.7504], [-1.7847, 0.6885, -0.4046], [0.4584, -0.7926, -0.6651], [0.3932, -0.7994, 2.5888], [-0.3917, -0.8298, 3.9163], [-0.1019, -1.9303, 1.7967], [1.8643, -0.9993, 2.8256], [-0.2207, 0.4251, 2.0484]], "forces_ev_per_a": [[0.265, 0.806, -2.082], [1.139, -1.694, 1.593], [2.729, -0.459, -2.209], [-1.851, 0.830, 0.367], [0.165, 0.390, 0.283], [-1.718, 0.267, 1.407], [-0.719, -0.122, 0.561], [-0.901, -0.488, 1.563], [0.770, -0.202, -0.656], [0.013, -0.128, -0.183], [-0.501, 0.514, -0.238], [0.609, 0.284, -0.405]], "lowdin_charge": [-0.122, -0.383, 0.595, 0.031, 0.086, -0.119, -0.088, 0.523, -0.114, -0.139, -0.112, -0.158], "homo_energy_ev": -7.652, "total_charge": 0, "smiles": "NN=[SiH2].[SiH4]", "lumo_energy_ev": 0.45}



# 4
{"formula": "H8N2Si2", "method": "ωB97M-V/def2-TZVPD", "symbols": ["N", "N", "Si", "Si", "H", "H", "H", "H", "H", "H", "H", "H"], "positions_angstrom": [[1.5120, 1.1763, -1.1797], [0.1742, -2.0676, 0.6338], [-1.6573, 0.8386, -0.0910], [0.2146, -0.3196, 0.8939], [2.3605, 1.4057, -0.6106], [1.8397, 0.7361, -2.1054], [-0.1191, -2.3143, -0.2458], [0.9509, -2.5508, 0.9933], [-2.8107, 0.3776, 0.6887], [-1.6091, 0.6897, -1.5346], [-1.5173, 2.2048, 0.1495], [0.6616, -0.1765, 2.4079]], "forces_ev_per_a": [[0.059, -1.006, 0.883], [-0.130, 3.450, 2.262], [1.070, -1.344, 0.679], [0.325, -0.152, -1.099], [-0.664, -0.309, -0.944], [-0.395, 0.303, 2.120], [-0.542, -1.111, -2.364], [0.874, -0.979, 0.216], [-0.451, -0.215, -0.258], [-0.241, -0.508, -0.332], [0.261, 1.727, 0.476], [-0.166, 0.144, -1.638]], "lowdin_charge": [-0.197, -0.162, 0.457, 0.590, -0.121, -0.069, -0.027, -0.008, -0.133, -0.112, -0.152, -0.065], "homo_energy_ev": [-7.497, -7.767], "total_charge": 0, "lumo_energy_ev": [-0.33, -0.33]}



# 5
{"formula": "H8N2Si2", "method": "ωB97M-V/def2-TZVPD", "symbols": ["N", "N", "Si", "H", "H", "H", "H", "Si", "H", "H", "H", "H"], "positions_angstrom": [[1.1870, -1.6789, -0.1023], [0.9868, -0.2882, -0.3663], [1.4291, 1.2528, 0.0731], [2.1520, -1.8742, -0.4311], [1.1246, -1.8606, 0.9319], [2.2968, 1.8386, 1.0737], [0.9147, 2.2119, -0.8109], [-2.0255, 0.1358, -0.1459], [-1.4226, -1.1528, 0.5314], [-1.1518, 1.1493, 0.3888], [-2.1438, 0.0317, -1.5785], [-3.3474, 0.2345, 0.4360]], "forces_ev_per_a": [[0.703, 0.334, 0.916], [0.674, 2.385, 0.405], [-0.360, -4.067, -0.607], [-0.835, -0.120, 0.585], [0.419, 0.244, -1.328], [0.379, 0.141, 0.650], [-0.580, 0.993, -0.780], [0.858, -2.289, 1.427], [-0.665, 1.038, -0.831], [-0.063, 0.931, 0.036], [0.144, 0.105, -0.614], [-0.673, 0.304, 0.141]], "lowdin_charge": [-0.133, -0.412, 0.647, 0.065, 0.068, -0.127, -0.103, 0.551, -0.086, -0.194, -0.125, -0.152], "homo_energy_ev": -7.955, "total_charge": 0, "smiles": "NN=[SiH2].[SiH4]", "lumo_energy_ev": -0.23}



# 6
{"formula": "H8O4", "method": "ωB97M-V/def2-TZVPD", "symbols": ["O", "H", "H", "O", "H", "H", "O", "H", "H", "O", "H", "H"], "positions_angstrom": [[0.1859, -1.9067, 1.0470], [1.1289, -2.0327, 1.0330], [-0.1021, -1.0037, 1.2340], [-2.6961, 1.4953, -0.4470], [-2.1771, 1.1333, -1.0710], [-3.1601, 0.7403, -0.2970], [2.0049, -0.3557, -1.0130], [2.8669, -0.0757, -1.5370], [2.1629, -1.2237, -0.6840], [0.0049, 0.9663, 0.9540], [0.4939, 0.7473, 0.2040], [-0.7131, 1.5153, 0.5770]], "forces_ev_per_a": [[-1.014, -0.912, -0.262], [0.249, 0.595, 0.381], [0.754, 0.253, 0.030], [-0.557, 4.286, 2.226], [3.577, -1.113, -3.973], [-2.964, -3.175, 1.673], [2.357, 2.198, -2.062], [-2.725, -1.029, 1.759], [0.275, -1.044, 0.210], [-1.956, 1.081, 1.420], [1.824, -0.763, -2.042], [0.179, -0.378, 0.639]], "lowdin_charge": [-0.058, 0.012, 0.003, 0.048, -0.016, 0.004, -0.080, 0.120, -0.002, -0.038, -0.033, 0.041], "homo_energy_ev": -11.069, "total_charge": 0, "smiles": "O.O.O.O", "lumo_energy_ev": 0.40}



# 7
{"formula": "H8O4", "method": "ωB97M-V/def2-TZVPD", "symbols": ["O", "H", "H", "O", "H", "H", "O", "H", "H", "O", "H", "H"], "positions_angstrom": [[-1.2512, -0.4484, 0.1269], [-1.4190, 0.2145, 0.9010], [-0.8674, 0.0586, -0.6163], [0.2188, 1.9273, -1.8837], [0.0385, 2.1541, -0.9803], [-0.1495, 2.6371, -2.3270], [-0.5493, -3.9846, 1.8001], [-1.4658, -4.2293, 1.9283], [-0.4089, -4.3557, 0.8553], [1.6370, 1.9600, -0.0889], [1.9219, 1.6909, 0.7954], [2.2949, 2.3755, -0.5108]], "forces_ev_per_a": [[-0.323, 1.878, 1.694], [0.595, -1.752, -2.419], [-0.235, -0.103, 0.621], [0.062, -1.891, -0.153], [0.327, -0.105, 0.788], [-1.288, 2.082, -1.975], [0.442, -1.155, -2.641], [-0.381, 0.073, 0.346], [-0.050, 1.087, 2.324], [-3.298, -2.657, 4.144], [0.250, 0.239, -0.372], [3.900, 2.304, -2.357]], "lowdin_charge": [-0.112, 0.086, 0.008, -0.038, 0.007, 0.002, -0.098, 0.014, 0.084, -0.016, 0.076, -0.014], "homo_energy_ev": -11.005, "total_charge": 0, "smiles": "O.O.O.O", "lumo_energy_ev": 0.66}



# 8
{"formula": "H8O4", "method": "ωB97M-V/def2-TZVPD", "symbols": ["O", "H", "H", "O", "H", "H", "O", "H", "H", "O", "H", "H"], "positions_angstrom": [[-2.2094, 1.8014, -0.3192], [-1.3437, 1.4268, -0.4823], [-2.1146, 2.2734, 0.5081], [-0.2986, 0.4499, -0.8192], [0.0398, 0.2261, 0.0478], [-0.7281, -0.3498, -1.1229], [1.6378, -0.7542, 0.0856], [1.9756, 0.1409, 0.0577], [2.4095, -1.2971, 0.2467], [0.0361, -1.6488, 0.5325], [0.7823, -1.2706, 0.0672], [-0.1868, -0.9979, 1.1979]], "forces_ev_per_a": [[-1.676, 1.173, 0.582], [0.336, -0.236, -0.422], [-0.278, 0.237, 0.152], [1.252, 0.770, -1.050], [-0.727, 0.064, -0.284], [-0.198, -0.392, 0.158], [14.135, 6.801, -1.390], [0.210, 0.643, -0.642], [0.343, -0.455, 0.217], [-8.790, -5.509, 3.116], [-4.304, -2.569, -0.979], [-0.301, -0.527, 0.542]], "lowdin_charge": [-0.079, -0.088, 0.016, -0.018, 0.032, 0.094, 0.130, 0.138, 0.148, -0.077, -0.336, 0.039], "homo_energy_ev": -10.162, "total_charge": 0, "lumo_energy_ev": -0.11}



# 9
{"formula": "H8O4", "method": "ωB97M-V/def2-TZVPD", "symbols": ["O", "H", "H", "O", "H", "H", "O", "H", "H", "O", "H", "H"], "positions_angstrom": [[6.1920, -11.5304, -29.6002], [5.6724, -10.9349, -29.0829], [5.6657, -12.3084, -29.6888], [6.6746, -6.8817, -30.7745], [6.6408, -5.9380, -30.5924], [6.7434, -7.2587, -29.8711], [4.7224, -8.8739, -31.3280], [5.4634, -8.2873, -31.3798], [4.9292, -9.7234, -30.9574], [4.2909, -7.3566, -29.0314], [4.7265, -7.9814, -28.4371], [4.0994, -7.8005, -29.8491]], "forces_ev_per_a": [[0.940, 0.415, -0.523], [-0.485, 0.519, 0.665], [-0.541, -0.891, -0.102], [0.459, -0.374, 0.880], [-0.171, 0.104, -0.201], [-0.164, 0.287, -0.810], [-1.883, -0.084, -0.348], [1.162, 0.368, 0.076], [0.748, -0.406, 0.025], [0.220, 0.756, 1.471], [-0.325, 0.050, -0.338], [0.040, -0.745, -0.794]], "lowdin_charge": [-0.023, 0.014, 0.030, -0.061, 0.055, 0.056, -0.036, -0.005, 0.018, -0.061, 0.031, -0.017], "homo_energy_ev": -11.122, "total_charge": 0, "smiles": "O.O.O.O", "lumo_energy_ev": 0.25}



# 10
{"formula": "H8O4", "method": "ωB97M-V/def2-TZVPD", "symbols": ["O", "H", "H", "O", "H", "H", "O", "H", "H", "O", "H", "H"], "positions_angstrom": [[1.3752, 0.4396, -0.6128], [2.2367, 0.6424, -0.2568], [0.6562, 0.8555, -0.0615], [0.3675, 2.2906, 1.3089], [1.1982, 2.7451, 1.3838], [-0.1606, 2.7734, 0.6913], [-0.3495, -2.6062, -0.7966], [0.1707, -2.8881, -1.5287], [-1.0950, -3.2411, -0.7187], [-1.5277, -0.1206, -0.0407], [-1.5494, 0.1533, 0.8633], [-1.3224, -1.0438, -0.2316]], "forces_ev_per_a": [[-1.178, 0.080, -0.112], [-0.001, 0.277, 0.429], [1.434, -0.669, -0.556], [-0.259, -0.820, 0.755], [0.484, 0.380, -0.031], [-0.445, 0.618, -0.612], [-1.617, -0.376, 1.190], [0.584, -0.245, -0.911], [0.871, 0.456, -0.219], [-0.480, 0.817, -1.465], [0.148, -0.636, 0.854], [0.459, 0.120, 0.678]], "lowdin_charge": [-0.095, 0.012, 0.004, -0.032, 0.044, 0.043, -0.041, 0.034, 0.072, -0.055, 0.019, -0.006], "homo_energy_ev": -10.426, "total_charge": 0, "smiles": "O.O.O.O", "lumo_energy_ev": 0.74}



# 11
{"formula": "H8O4", "method": "ωB97M-V/def2-TZVPD", "symbols": ["O", "H", "H", "O", "H", "H", "O", "H", "H", "O", "H", "H"], "positions_angstrom": [[13.6256, 11.8485, -14.4696], [13.6063, 12.3745, -15.2691], [12.9955, 12.2734, -13.8876], [17.5955, 13.4360, -11.9776], [18.2907, 14.0640, -11.7813], [17.4430, 12.9803, -11.1497], [15.2149, 13.7386, -8.4073], [15.9798, 14.0925, -8.8611], [14.7107, 13.3002, -9.0927], [14.1535, 12.5078, -11.4399], [14.9548, 12.4011, -11.9524], [13.6124, 13.1009, -11.9611]], "forces_ev_per_a": [[0.181, -0.091, 0.062], [0.031, 0.101, -0.271], [-0.232, -0.067, 0.121], [-0.223, -0.045, -0.170], [0.190, 0.183, -0.019], [0.000, -0.186, 0.236], [0.067, 0.039, 0.325], [0.129, 0.138, -0.087], [-0.236, -0.195, -0.367], [-0.128, -0.040, 0.500], [0.250, -0.057, -0.320], [-0.026, 0.221, -0.011]], "lowdin_charge": [-0.045, 0.035, 0.016, -0.048, 0.033, 0.024, -0.052, 0.018, 0.003, -0.038, 0.026, 0.027], "homo_energy_ev": -11.333, "total_charge": 0, "smiles": "O.O.O.O", "lumo_energy_ev": 0.40}



# 12
{"formula": "H8O4", "method": "ωB97M-V/def2-TZVPD", "symbols": ["O", "H", "H", "O", "H", "H", "O", "H", "H", "O", "H", "H"], "positions_angstrom": [[-3.3086, -2.1217, 0.6766], [-3.2332, -2.9459, 1.1696], [-2.6843, -1.5241, 1.1098], [1.1914, 0.8847, -1.4583], [2.1148, 0.6806, -1.6535], [0.8033, 1.1048, -2.3139], [-0.8548, -0.0760, 0.2893], [-0.0725, 0.0995, -0.2627], [-1.3122, -0.7963, -0.1621], [2.2796, 1.8084, 1.1214], [3.2234, 1.6397, 1.0291], [1.8530, 1.2463, 0.4548]], "forces_ev_per_a": [[0.257, 0.058, 0.067], [-0.017, 0.054, -0.054], [-0.195, -0.027, 0.088], [0.302, -0.150, -0.338], [-0.134, -0.001, -0.033], [-0.070, 0.053, 0.167], [0.073, -0.234, -0.180], [-0.347, -0.017, 0.175], [0.093, 0.104, -0.083], [0.060, -0.264, -0.199], [-0.089, 0.013, 0.062], [0.066, 0.410, 0.328]], "lowdin_charge": [-0.058, 0.038, 0.019, -0.047, 0.068, 0.073, -0.066, -0.011, 0.018, -0.057, 0.032, -0.008], "homo_energy_ev": -11.189, "total_charge": 0, "smiles": "O.O.O.O", "lumo_energy_ev": 0.21}



Energy relative to the best compared isomer or geometry (same formula, charge and spin) / kJ/mol: 0.0; 373.6; 543.0; 443.8; 560.6; 140.7; 182.3; 527.3; 88.4; 103.7; 99.9; 91.5